{"formula": "C36H92F6N7O12Ti", "method": "wB97M-V/def2-TZVPD", "spin_multiplicity": 4, "e_homo_ev": [-3.40, -8.21], "gap_ev": [3.83, 8.64], "total_charge": 0, "de_lowest_kj_mol": 313.6, "symbols": ["Ti", "O", "H", "H", "H", "C", "O", "O", "C", "F", "F", "F", "C", "C", "H", "H", "H", "H", "H", "H", "C", "O", "O", "C", "F", "F", "F", "C", "C", "H", "H", "H", "H", "H", "H", "C", "C", "C", "O", "C", "N", "H", "H", "H", "H", "H", "H", "H", "H", "H", "H", "H", "C", "C", "C", "O", "C", "N", "H", "H", "H", "H", "H", "H", "H", "H", "H", "H", "H", "C", "C", "C", "O", "C", "N", "H", "H", "H", "H", "H", "H", "H", "H", "H", "H", "H", "C", "C", "C", "O", "C", "N", "H", "H", "H", "H", "H", "H", "H", "H", "H", "H", "H", "C", "C", "C", "O", "C", "N", "H", "H", "H", "H", "H", "H", "H", "H", "H", "H", "H", "C", "C", "C", "O", "C", "N", "H", "H", "H", "H", "H", "H", "H", "H", "H", "H", "H", "C", "C", "C", "O", "C", "N", "H", "H", "H", "H", "H", "H", "H", "H", "H", "H", "H"], "positions_angstrom": [[0.70024, -0.26333, 0.56941], [2.01559, -3.27322, -0.79444], [2.23772, -2.36375, -1.00690], [1.82427, -3.84577, -1.54088], [1.24121, -3.24397, -0.22781], [-0.28062, -3.60416, 1.75975], [1.00891, -4.14927, 2.02556], [-0.18847, -2.78426, 0.64620], [-1.42910, -4.62909, 1.85865], [-1.31608, -5.40888, 2.94018], [-2.62357, -4.04068, 1.90761], [-1.46268, -5.56003, 0.84737], [1.40251, -4.17439, 3.38302], [2.81973, -4.65467, 3.43252], [3.44992, -3.80774, 3.16112], [3.07789, -4.87527, 4.46828], [2.96780, -5.50779, 2.77043], [0.83047, -4.89686, 3.96519], [1.54859, -3.18210, 3.80978], [-0.54158, -2.91788, 2.56537], [3.84430, -0.36278, -1.13101], [4.69446, -1.48263, -0.59506], [2.56871, -0.63002, -0.76182], [4.52630, 1.07493, -0.97869], [4.47201, 1.88110, -2.04483], [4.01465, 1.78620, 0.05315], [5.83921, 1.00916, -0.78531], [4.72026, -1.85857, 0.76914], [6.10540, -2.57252, 1.05071], [6.30052, -2.73237, 2.11112], [6.07429, -3.57507, 0.62405], [6.95649, -2.08354, 0.57673], [3.78407, -2.30997, 1.09758], [4.70943, -0.94211, 1.35912], [3.89903, -0.51126, -2.20947], [-4.28735, -0.41581, -1.89225], [-5.49853, 0.49616, -1.76445], [-6.25844, 0.60040, -3.05719], [-5.34541, 1.26544, -3.92649], [-5.56410, 2.65364, -4.17598], [-6.17212, -0.27860, -0.72485], [-3.57896, 0.04125, -2.58318], [-4.36949, -1.46481, -2.17675], [-3.73013, -0.42914, -0.95553], [-5.12368, 1.47741, -1.47334], [-7.21274, 1.07021, -2.81906], [-6.61898, -0.26878, -3.60730], [-5.05222, 2.98065, -5.08105], [-5.27337, 3.27791, -3.33109], [-6.62776, 2.83367, -4.33192], [-6.63535, -1.01574, -1.23684], [-5.42543, -0.66153, -0.16279], [-0.44665, 4.11533, -0.12702], [-0.41118, 2.63635, 0.20739], [-0.35284, 1.80541, -1.05133], [-0.80893, 0.48030, -0.83285], [-0.86346, -0.35965, -1.94650], [0.58431, 2.28265, 1.16882], [-0.37554, 4.77467, 0.73803], [-1.36616, 4.32006, -0.67538], [0.35617, 4.53315, -0.73447], [-1.41501, 2.45589, 0.59191], [0.67007, 1.85602, -1.42442], [-0.89830, 2.30887, -1.84952], [0.02414, -0.76340, -2.43359], [-1.44370, -0.06957, -2.82244], [-1.39317, -1.26653, -1.65482], [0.38781, 2.72754, 2.05402], [1.53568, 2.58258, 1.01057], [-0.75925, 4.11075, -7.34825], [0.36262, 3.08597, -7.57389], [0.76342, 2.32815, -6.22442], [1.62615, 3.06298, -5.35374], [2.17058, 2.24366, -4.29987], [0.05626, 2.15454, -8.57509], [-0.41174, 4.94805, -7.95344], [-0.66917, 4.49371, -6.33172], [-1.79168, 3.76566, -7.40395], [1.24895, 3.66977, -7.82228], [1.43799, 1.56943, -6.62115], [-0.04167, 1.87652, -5.64480], [1.35274, 1.67107, -3.86242], [2.62246, 2.82931, -3.49929], [2.77556, 1.39559, -4.62060], [-0.78515, 1.66728, -8.30176], [-0.14556, 2.72447, -9.38413], [-0.08036, -6.95871, -2.94773], [0.66966, -5.67630, -2.67337], [-0.09505, -4.40518, -3.08363], [0.69543, -3.28882, -3.09354], [1.08276, -2.84629, -4.35304], [1.07399, -5.71052, -1.24307], [-0.45551, -6.98582, -3.97078], [-0.91017, -6.98244, -2.24136], [0.52589, -7.83228, -2.70807], [1.55486, -5.61456, -3.30639], [-0.81304, -4.31310, -2.26871], [-0.69575, -4.58018, -3.97617], [1.99552, -3.34094, -4.68516], [1.34610, -1.79412, -4.24495], [0.26025, -2.74359, -5.06087], [1.75613, -6.40275, -0.96814], [0.25764, -6.02343, -0.73734], [0.56081, -0.12127, 4.51640], [1.87105, 0.07173, 3.79615], [2.96535, -0.49437, 4.76198], [4.21658, -0.29650, 4.07710], [5.24894, -1.14927, 4.52569], [1.79947, -0.76381, 2.65886], [0.55323, 0.33967, 5.50411], [0.42080, -1.19789, 4.61333], [-0.24327, 0.24305, 3.87701], [2.11545, 1.10397, 3.54547], [2.80318, -1.56468, 4.88937], [3.02950, -0.07641, 5.76662], [5.52500, -1.01253, 5.57125], [6.09053, -1.09840, 3.83487], [4.94347, -2.17618, 4.32507], [2.77575, -0.94265, 2.47175], [1.60569, -1.59418, 3.20020], [1.92251, 4.49754, 5.38543], [0.94469, 4.37021, 4.08494], [-0.16646, 5.45981, 4.18208], [-1.18145, 5.15443, 3.18957], [-2.15738, 6.09436, 3.03973], [1.82606, 4.45117, 2.96006], [2.71772, 3.75605, 5.30840], [1.31821, 4.13132, 6.21537], [2.35387, 5.48841, 5.52756], [0.39916, 3.43263, 4.19182], [0.23864, 6.41147, 3.83808], [-0.60246, 5.58867, 5.17273], [-1.93216, 7.15706, 3.12935], [-2.93845, 5.91788, 3.77924], [-2.70133, 5.95233, 2.10590], [1.36410, 4.24011, 2.08705], [2.27324, 5.34843, 2.83740], [-3.17621, -1.09921, 3.38484], [-4.05003, -0.69845, 2.22655], [-3.73389, 0.81336, 1.80526], [-3.78445, 1.73227, 2.91823], [-3.10300, 2.90245, 2.80444], [-3.96300, -1.63081, 1.08680], [-2.13383, -1.03166, 3.07342], [-3.53378, -2.08024, 3.69761], [-3.14789, -0.43808, 4.25099], [-5.06795, -0.65585, 2.61399], [-4.50136, 1.15954, 1.11298], [-2.78171, 0.79136, 1.27520], [-3.20943, 3.60580, 3.63031], [-3.28475, 3.39717, 1.85033], [-2.06744, 2.60940, 2.97713], [-3.01012, -1.70846, 0.76108], [-4.19343, -2.57850, 1.34928]], "forces_ev_per_angstrom": [[-0.006, -0.557, 1.471], [2.080, -0.818, 0.215], [0.754, 2.329, -0.452], [-0.294, -0.382, -0.446], [-2.634, 0.037, 1.902], [0.641, 3.086, -0.700], [-0.539, -0.469, 0.212], [-0.049, -1.589, -0.163], [0.797, -1.375, -1.298], [0.069, 0.283, 0.856], [0.062, 0.014, -0.094], [-0.079, 0.735, -0.292], [0.809, -0.875, -0.272], [0.630, 0.137, -0.041], [0.388, -0.262, -0.445], [0.048, -0.333, -0.009], [0.228, 0.014, 0.159], [-0.609, 0.606, 0.173], [-1.359, 0.107, 0.340], [-0.071, -0.007, 0.939], [-0.589, -2.370, 0.211], [0.418, 0.862, -1.485], [0.072, 1.196, 0.411], [0.053, -0.089, 1.418], [-1.363, -0.200, -0.888], [-0.262, -0.139, 0.076], [0.732, -0.882, 0.719], [1.254, 1.848, 0.395], [-1.607, -0.607, -0.481], [-0.134, 0.298, 0.079], [-0.027, -0.113, -0.135], [-0.335, 0.422, 0.105], [0.203, -1.060, -0.234], [0.272, 0.385, 0.300], [0.676, -0.180, -0.335], [2.793, 1.523, -1.334], [1.049, -3.609, 0.317], [0.044, 0.917, 0.071], [-0.383, 0.869, -0.972], [-0.753, -0.459, 0.314], [-2.071, 1.616, 0.458], [0.207, -0.140, -0.430], [-0.872, 0.086, -0.116], [-0.193, 0.090, 0.051], [-0.466, 0.176, 0.213], [-0.042, 1.079, -0.355], [0.683, -0.788, 0.496], [0.256, -0.312, 0.131], [0.276, 0.032, 0.129], [-0.187, 0.047, -0.103], [-0.072, -0.413, 0.425], [-0.402, -0.580, 0.404], [0.073, 0.973, -0.593], [-0.894, 0.900, -0.688], [0.729, 0.995, -0.833], [0.319, 0.460, -0.034], [-0.962, -2.146, -1.590], [0.580, -1.168, 0.860], [-0.555, -0.361, 0.435], [-0.113, 0.268, 0.102], [0.377, -0.625, -0.450], [0.181, -0.361, 0.641], [0.457, -0.599, -0.010], [-0.672, -0.176, 0.008], [1.051, 0.608, 0.828], [-0.346, 1.244, 0.288], [0.041, 0.012, 0.528], [-0.567, -0.545, 0.271], [0.197, 0.033, -0.949], [1.300, 0.644, 1.086], [-0.091, 0.776, 3.898], [1.714, -0.082, -1.337], [0.106, 0.422, 0.522], [-1.543, -0.400, -0.362], [0.260, -0.928, -1.072], [-1.252, 0.254, -0.430], [0.084, 0.110, 0.228], [0.150, -0.033, -0.734], [0.195, -0.242, -0.145], [-0.396, -0.844, -0.032], [-0.439, 0.047, -0.168], [-0.543, 0.192, 0.491], [0.145, 0.155, -0.544], [0.813, 0.473, -0.580], [-0.248, -0.140, -0.288], [-0.288, -0.432, -0.505], [-0.423, 0.274, -0.223], [1.109, -0.895, -0.435], [-1.475, -2.198, 1.986], [0.153, 0.773, 0.114], [0.666, 1.629, -0.243], [-0.547, 0.860, -0.416], [-0.066, -0.327, -0.002], [-0.379, -0.105, -0.175], [0.105, 0.055, -0.285], [0.504, -0.384, 0.123], [-0.402, 0.552, 0.109], [0.345, 0.134, -0.378], [-0.311, -0.338, -0.546], [0.381, 0.131, 0.287], [-0.062, -0.937, -0.238], [0.451, -0.071, -0.731], [-0.345, 0.469, 0.419], [-0.323, 0.648, 0.019], [0.390, 0.918, 2.990], [0.896, 0.706, -1.288], [-0.163, 0.055, 0.429], [-0.304, -0.681, -0.977], [0.927, -0.998, -0.973], [-0.178, 0.059, -0.023], [-0.238, -0.089, 0.302], [-0.195, 0.087, 0.155], [-0.099, 0.096, 0.015], [-0.166, -0.380, -0.011], [-0.274, 0.425, 0.021], [0.064, 0.113, -0.006], [0.208, 0.830, 0.290], [-0.305, -0.467, 0.615], [0.614, 0.097, -0.986], [-0.795, -1.041, -1.138], [-1.742, -1.206, -1.149], [0.920, 1.738, 2.834], [0.084, -0.137, -1.638], [2.028, -0.853, 0.369], [-2.344, 0.526, 0.265], [-0.243, -0.579, -1.114], [0.101, 0.178, -0.376], [0.088, 0.637, 0.453], [-0.275, -0.008, 0.026], [0.383, -0.388, -0.447], [0.363, 0.312, 0.404], [-0.063, -0.269, 0.146], [0.850, 0.050, -0.079], [-0.255, 0.135, 0.464], [0.411, -0.094, -0.339], [-0.022, 0.294, -0.028], [-0.013, 0.149, 0.360], [0.518, 0.127, 0.303], [-0.066, 1.915, 0.536], [-0.652, -0.647, 0.062], [-1.876, -2.541, 0.458], [1.962, 0.167, -0.007], [-0.274, 0.886, 0.157], [0.276, -0.826, -0.277], [0.654, -0.202, 0.165], [-0.784, 0.217, -0.024], [-0.303, -0.266, -0.361], [-0.083, -0.146, -0.348], [0.488, 0.305, 0.209], [-1.058, -0.210, 0.067], [0.225, 0.270, -0.150], [0.813, 0.517, -0.856], [0.465, 0.182, 0.027], [-0.296, 0.106, 0.330]]}